Density functional theory data (ωB97M-V/def2-TZVPD) for a 5-piece molecular cluster, C42H60F9NO16S overall in a non-equilibrium geometry.

Geometry as XYZ:
```
129
C42H60F9NO16S, DFT ωB97M-V/def2-TZVPD
C 0.061 -3.569 0.042
C 1.159 -3.206 0.384
C 2.456 -2.440 0.712
C 2.704 -2.772 2.253
C 3.423 -4.053 2.804
O 2.663 -5.010 3.052
O 4.690 -4.089 3.021
N 2.208 -1.806 2.980
C 1.542 -0.751 2.148
C 1.406 0.618 2.936
C -0.066 1.251 2.823
C -0.073 2.765 2.328
C -1.028 3.018 1.078
C -1.459 4.556 0.929
C -2.791 4.834 1.742
C -4.081 4.348 0.913
C -5.111 3.764 1.973
C -6.211 2.787 1.375
C -5.644 1.700 0.376
C -4.613 0.694 1.026
C -4.226 -0.441 -0.025
C -5.259 -1.658 -0.018
C -4.567 -2.952 -0.610
C -5.625 -4.127 -0.844
C 2.421 -0.849 0.847
S 1.610 0.139 -0.508
O 1.661 1.535 -0.050
O 0.241 -0.384 -0.608
C 2.615 -0.146 -2.042
F 3.935 0.231 -1.828
F 2.664 -1.537 -2.255
C 1.997 0.470 -3.379
F 2.919 0.147 -4.393
F 0.823 -0.173 -3.759
C 1.875 2.058 -3.390
F 2.278 2.469 -4.671
F 2.733 2.696 -2.515
C 0.400 2.630 -3.196
F -0.381 1.922 -2.327
F -0.192 2.809 -4.420
F 0.542 3.902 -2.634
H -0.976 -3.925 -0.160
H 3.327 -2.644 0.018
H 2.311 -1.853 3.999
H 0.469 -1.106 2.075
H 2.213 1.361 2.688
H 1.551 0.362 4.037
H -0.758 0.617 2.194
H -0.498 1.248 3.887
H -0.515 3.394 3.168
H 0.983 3.118 2.143
H -0.540 2.739 0.105
H -1.942 2.370 1.199
H -0.619 5.227 1.264
H -1.580 4.732 -0.189
H -2.697 4.256 2.715
H -2.855 5.946 1.924
H -4.587 5.221 0.403
H -3.736 3.584 0.152
H -5.645 4.657 2.432
H -4.576 3.242 2.818
H -6.985 3.426 0.854
H -6.721 2.276 2.241
H -5.217 2.223 -0.532
H -6.519 1.072 0.006
H -5.070 0.162 1.923
H -3.677 1.199 1.413
H -4.177 0.029 -1.058
H -3.205 -0.871 0.190
H -5.625 -1.860 1.033
H -6.176 -1.446 -0.649
H -4.081 -2.648 -1.585
H -3.721 -3.336 0.047
H -5.186 -5.116 -0.537
H -6.574 -3.938 -0.265
H -5.927 -4.142 -1.937
H 3.443 -0.390 1.024
C -0.379 6.272 -4.487
C -1.891 6.264 -4.421
C -2.555 6.350 -5.768
O -3.786 6.998 -5.465
C -3.576 7.746 -4.345
O -4.332 8.569 -3.934
O -2.381 7.436 -3.767
H -0.009 5.617 -5.279
H 0.008 7.281 -4.646
H 0.037 5.924 -3.541
H -2.242 5.392 -3.861
H -2.733 5.365 -6.202
H -2.004 6.961 -6.489
C 7.632 -3.556 3.410
C 8.742 -2.528 3.465
C 9.350 -2.368 4.830
O 9.788 -1.012 4.817
C 8.989 -0.346 3.936
O 8.946 0.840 3.831
O 8.239 -1.215 3.202
H 7.897 -4.463 3.957
H 6.699 -3.157 3.811
H 7.431 -3.835 2.374
H 9.507 -2.755 2.716
H 10.192 -3.044 4.987
H 8.633 -2.499 5.646
C -2.765 -4.681 4.187
C -1.639 -3.672 4.275
C -1.047 -3.546 5.650
O -0.589 -2.195 5.666
C -1.367 -1.503 4.787
O -1.390 -0.312 4.701
O -2.119 -2.345 4.030
H -2.519 -5.601 4.721
H -3.696 -4.273 4.585
H -2.956 -4.940 3.144
H -0.869 -3.898 3.531
H -0.218 -4.237 5.806
H -1.776 -3.680 6.455
C 2.438 -2.564 -5.413
C 2.844 -3.957 -5.847
C 3.049 -4.092 -7.331
O 2.730 -5.460 -7.564
C 1.863 -5.838 -6.583
O 1.241 -6.852 -6.590
O 1.795 -4.895 -5.600
H 3.033 -1.799 -5.915
H 1.379 -2.379 -5.607
H 2.584 -2.451 -4.339
H 3.729 -4.284 -5.293
H 4.078 -3.880 -7.624
H 2.375 -3.467 -7.924
```

Electronic energy   -114063.6179 eV
Charge   0


Density functional theory data (ωB97M-V/def2-TZVPD) for C42H61Br4Cl3InMgN5NaO9 as an isolated structure in a non-equilibrium geometry.

Geometry as XYZ:
```
127
C42H61Br4Cl3InMgN5NaO9, DFT ωB97M-V/def2-TZVPD
C 6.294 -4.659 -1.489
O 6.776 -3.576 -0.596
C 5.719 -2.549 -0.398
C 6.164 -1.199 -1.223
C 5.084 0.051 -1.065
C 4.296 0.403 -2.461
C 2.810 -0.297 -2.598
C 1.663 0.880 -2.887
C 1.330 1.681 -1.478
C -0.202 1.346 -0.897
C -0.001 0.184 0.242
C -1.352 -0.120 1.138
In -1.937 -2.305 1.036
C -2.987 -2.930 -0.870
C -2.339 -4.311 -1.557
C -3.517 -4.832 -2.624
N -3.816 -3.838 -3.763
O -4.180 -5.987 -2.486
H 7.256 -5.172 -1.949
H 5.570 -4.263 -2.326
H 5.674 -5.450 -0.846
H 4.679 -2.927 -0.783
H 5.717 -2.302 0.762
H 7.227 -0.880 -0.805
H 6.272 -1.501 -2.371
H 4.324 -0.089 -0.186
H 5.740 1.010 -0.797
H 4.990 0.068 -3.359
H 4.138 1.585 -2.513
H 2.830 -0.994 -3.560
H 2.507 -0.978 -1.695
H 0.693 0.354 -3.289
H 2.107 1.684 -3.632
H 1.504 2.832 -1.597
H 2.123 1.301 -0.676
H -0.708 2.329 -0.502
H -0.843 0.955 -1.818
H 0.862 0.564 0.973
H 0.387 -0.783 -0.317
H -1.041 0.095 2.269
H -2.237 0.643 0.921
H -3.069 -2.624 2.402
H -0.456 -3.319 1.269
H -4.128 -3.212 -0.666
H -2.947 -2.064 -1.682
H -2.138 -5.142 -0.745
H -1.323 -4.079 -2.092
H -2.923 -3.447 -4.148
H -4.332 -3.005 -3.347
C -1.970 8.799 7.914
N -2.421 7.758 6.969
C -1.739 6.592 6.898
C -2.164 5.571 6.044
C -3.306 5.739 5.256
C -3.970 6.969 5.342
C -3.511 7.966 6.202
C -3.822 4.667 4.385
C -5.123 4.176 4.552
C -5.628 3.198 3.697
N -4.871 2.711 2.691
C -3.601 3.142 2.513
C -3.057 4.117 3.351
C -5.430 1.711 1.760
H -0.931 9.043 7.678
H -2.061 8.389 8.924
H -2.596 9.689 7.815
H -0.864 6.483 7.535
H -1.602 4.638 6.025
H -4.854 7.169 4.737
H -4.017 8.924 6.285
H -5.760 4.549 5.353
H -6.637 2.809 3.809
H -3.037 2.709 1.690
H -2.039 4.456 3.167
H -4.785 0.830 1.781
H -5.450 2.164 0.764
H -6.444 1.441 2.066
O 4.489 2.217 -4.891
H 5.236 1.939 -5.390
C 3.876 5.121 0.974
C 3.369 4.052 0.022
O 2.992 2.978 0.569
O 3.390 4.376 -1.198
H 3.833 4.782 2.014
H 4.914 5.370 0.735
H 3.264 6.023 0.880
C 3.643 -3.612 -7.127
C 3.943 -3.370 -5.785
C 5.057 -2.600 -5.445
C 5.865 -2.071 -6.461
C 5.571 -2.319 -7.809
C 4.456 -3.093 -8.137
N 7.023 -1.240 -6.111
O 7.261 -1.059 -4.908
O 7.693 -0.763 -7.038
H 2.770 -4.208 -7.387
H 3.306 -3.779 -5.004
H 5.277 -2.420 -4.395
H 6.192 -1.919 -8.607
H 4.217 -3.289 -9.180
C -5.657 -9.072 1.009
C -5.357 -8.830 2.351
C -4.243 -8.060 2.691
C -3.435 -7.531 1.675
C -3.729 -7.779 0.327
C -4.844 -8.553 -0.001
N -2.277 -6.700 2.025
O -2.039 -6.519 3.228
O -1.607 -6.223 1.098
H -6.530 -9.668 0.749
H -5.994 -9.239 3.132
H -4.023 -7.880 3.741
H -3.108 -7.379 -0.471
H -5.083 -8.749 -1.044
C -4.809 10.761 10.159
Br -3.256 10.070 11.105
Br -4.321 12.140 8.876
Br -5.845 9.337 9.332
H -5.455 11.233 10.906
Na -5.037 -3.324 0.506
Mg -2.037 -9.611 0.248
C 3.338 0.338 -10.242
Cl 1.994 -0.485 -9.432
Cl 4.841 0.124 -9.327
Cl 3.528 -0.262 -11.898
H 3.112 1.406 -10.286
Br -2.337 -6.207 5.104
```

Electronic energy   -403155.8371 eV
Charge   +1


Density functional theory data (ωB97M-V/def2-TZVPD) for C42H62N7O2SeW as an isolated structure in a non-equilibrium geometry.

Geometry as XYZ:
```
115
C42H62N7O2SeW, DFT ωB97M-V/def2-TZVPD
W 1.282 -0.900 0.231
C -5.686 -2.014 -2.780
C -5.730 -1.760 -1.282
C -6.723 -2.833 -0.711
C -6.431 -0.422 -1.053
C -4.332 -1.667 -0.718
C -3.316 -1.125 -1.517
C -2.045 -1.160 -0.983
Se -0.463 -0.566 -2.000
C -0.396 1.266 -2.208
C -0.529 2.009 -3.295
C -0.036 3.504 -2.976
C 1.341 3.998 -0.491
C 1.479 3.057 0.499
C 1.021 1.716 0.005
O 0.696 0.755 0.971
C 1.887 3.344 1.911
C 0.820 3.105 2.942
C 2.356 4.808 2.050
C 3.146 2.477 2.289
C 0.484 4.214 -4.257
C 1.333 3.204 -5.107
C 1.273 5.403 -3.798
C -0.724 4.602 -5.080
C -1.699 -1.618 0.277
O -0.373 -1.614 0.627
C -2.714 -2.239 1.099
C -4.000 -2.255 0.523
C -2.393 -2.777 2.479
C -1.246 -3.778 2.457
C -3.559 -3.499 3.031
C -2.029 -1.643 3.468
H -6.682 -2.179 -3.059
H -4.942 -2.848 -3.048
H -5.327 -1.113 -3.321
H -7.702 -2.716 -1.170
H -6.983 -2.576 0.350
H -6.330 -3.864 -0.747
H -7.430 -0.469 -1.594
H -5.857 0.340 -1.496
H -6.559 -0.272 0.027
H -3.489 -0.560 -2.413
H -0.848 1.729 -4.255
H 1.488 5.077 -0.511
H -0.077 3.774 2.718
H 1.208 3.364 3.978
H 0.578 2.040 2.930
H 1.542 5.516 1.971
H 3.059 5.128 1.284
H 2.885 4.867 2.982
H 2.797 1.489 2.473
H 3.618 2.859 3.208
H 3.939 2.536 1.531
H 2.369 2.992 -4.816
H 1.471 3.691 -6.056
H 0.862 2.241 -5.208
H 2.040 5.041 -3.078
H 0.677 6.173 -3.336
H 1.840 5.790 -4.613
H -1.272 3.758 -5.515
H -0.413 5.323 -5.828
H -1.451 5.161 -4.469
H -4.721 -2.662 1.234
H -1.424 -4.514 1.661
H -1.056 -4.237 3.476
H -0.245 -3.381 2.206
H -3.793 -4.278 2.287
H -4.405 -2.884 3.301
H -3.258 -4.001 3.943
H -1.220 -1.039 3.123
H -1.708 -1.962 4.492
H -2.744 -0.869 3.538
C 1.052 -1.253 5.199
N 2.286 -1.391 4.507
C 3.426 -1.520 5.494
C 2.434 -1.398 3.205
N 1.473 -1.147 2.391
N 3.655 -1.739 2.598
C 4.193 -1.173 1.458
N 5.544 -1.265 1.331
N 3.425 -0.467 0.664
H 0.997 -0.256 5.676
H 1.096 -1.986 5.982
H 0.141 -1.329 4.547
H 3.429 -2.500 5.907
H 3.277 -0.809 6.294
H 4.461 -1.267 5.090
H 0.560 -0.829 2.772
H 4.324 -2.175 3.171
H 6.165 -1.844 1.922
H 5.992 -0.844 0.473
H 3.960 0.003 -0.097
N 2.125 2.585 -2.262
C 0.917 3.250 -1.746
C 0.048 2.139 -1.077
N 1.975 0.849 -0.790
C 2.547 1.380 -1.853
H 2.700 3.107 -2.938
H -0.884 4.114 -2.626
H -0.783 2.677 -0.547
H 3.280 0.849 -2.446
C 2.008 -3.022 0.415
C 1.783 -3.042 -1.031
C 0.678 -3.754 -1.584
C 0.514 -3.861 -2.924
C 1.403 -3.152 -3.832
C 2.346 -2.308 -3.328
C 2.667 -2.359 -1.956
H 1.297 -3.576 1.012
H 3.002 -3.287 0.771
H -0.050 -4.183 -0.855
H -0.301 -4.485 -3.398
H 1.262 -3.246 -4.909
H 2.962 -1.628 -3.936
H 3.486 -1.907 -1.528
```

ΔE to the lowest compared entry with this formula, charge and spin   369.12 kJ/mol
Charge   +3


Density functional theory data (ωB97M-V/def2-TZVPD) for C42H63B2CrN4O3Si as an isolated structure.

Geometry as XYZ:
```
116
C42H63B2CrN4O3Si, DFT ωB97M-V/def2-TZVPD
Cr -0.945 0.850 0.278
C 1.517 3.819 0.621
C 0.040 4.051 0.760
C -0.463 5.304 1.054
C -1.852 5.442 1.170
C -2.694 4.384 0.946
C -2.136 3.130 0.556
N -0.771 3.000 0.566
N -2.751 2.018 0.180
Si -4.412 1.629 -0.025
C -5.081 0.833 1.534
C -4.568 0.445 -1.473
C -5.496 3.125 -0.449
H 2.073 4.730 0.839
H 1.764 3.495 -0.390
H 1.863 3.026 1.282
H 0.207 6.138 1.208
H -2.271 6.405 1.441
H -3.763 4.488 1.038
H -4.479 -0.044 1.767
H -6.123 0.526 1.420
H -5.018 1.523 2.377
H -3.745 -0.270 -1.488
H -4.551 0.994 -2.417
H -5.507 -0.110 -1.427
H -5.834 3.669 0.433
H -6.384 2.774 -0.980
H -4.979 3.827 -1.102
O 0.323 -1.835 1.157
C 0.146 -0.769 0.525
C -4.640 -2.692 0.327
C -3.118 -2.778 0.421
C -2.734 -3.678 1.591
O -2.646 -1.463 0.716
B -1.712 -1.031 -0.246
O -1.662 -1.965 -1.285
C -2.410 -3.145 -0.940
C -3.369 -3.417 -2.095
C -1.430 -4.306 -0.825
H -5.024 -2.338 1.284
H -5.090 -3.664 0.118
H -4.954 -1.986 -0.441
H -3.260 -3.334 2.483
H -1.665 -3.612 1.783
H -3.016 -4.718 1.411
H -4.019 -2.564 -2.279
H -3.987 -4.297 -1.906
H -2.784 -3.595 -2.998
H -0.655 -4.090 -0.093
H -0.958 -4.455 -1.796
H -1.937 -5.233 -0.552
C 0.955 2.485 4.090
C 0.708 1.207 3.289
C -0.637 0.579 3.656
C 1.840 0.219 3.439
C 2.078 -0.332 4.694
C 3.060 -1.284 4.889
C 3.795 -1.731 3.807
C 3.580 -1.220 2.532
C 4.303 -1.865 1.367
C 5.821 -1.794 1.512
C 3.822 -3.305 1.187
C 2.629 -0.201 2.359
N 2.454 0.364 1.059
B 1.410 0.077 0.065
N 1.978 0.571 -1.173
C 3.229 1.122 -0.905
C 3.509 0.991 0.405
C 1.587 0.281 -2.514
C 2.093 -0.878 -3.124
C 1.777 -1.124 -4.454
C 0.968 -0.252 -5.164
C 0.449 0.868 -4.539
C 0.740 1.150 -3.207
C 0.133 2.367 -2.549
C 0.800 3.658 -3.029
C -1.381 2.430 -2.745
C 2.929 -1.882 -2.358
C 2.213 -3.227 -2.310
C 4.343 -2.012 -2.922
H 0.180 3.223 3.878
H 1.923 2.925 3.846
H 0.942 2.282 5.163
H 0.650 1.478 2.234
H -0.696 0.357 4.725
H -0.799 -0.350 3.105
H -1.452 1.266 3.415
H 1.471 -0.008 5.530
H 3.233 -1.698 5.875
H 4.528 -2.517 3.944
H 4.035 -1.325 0.462
H 6.162 -2.344 2.391
H 6.161 -0.763 1.612
H 6.310 -2.229 0.638
H 4.113 -3.930 2.035
H 4.260 -3.741 0.286
H 2.736 -3.327 1.095
H 3.813 1.591 -1.680
H 4.385 1.323 0.938
H 2.163 -2.015 -4.935
H 0.728 -0.456 -6.201
H -0.207 1.533 -5.085
H 0.321 2.280 -1.476
H 0.565 3.852 -4.078
H 1.886 3.606 -2.932
H 0.444 4.508 -2.443
H -1.635 2.597 -3.794
H -1.803 3.250 -2.161
H -1.862 1.509 -2.414
H 3.010 -1.528 -1.331
H 2.122 -3.667 -3.306
H 1.216 -3.102 -1.898
H 2.758 -3.930 -1.678
H 4.325 -2.380 -3.950
H 4.927 -2.716 -2.326
H 4.859 -1.052 -2.915
```

ΔE to the lowest compared entry with this formula, charge and spin   0.00 kJ/mol
Multiplicity   5
Charge   -1
<S²>   6.13


| no. | molecular weight (g mol⁻¹) |
| --- | --- |
| 1 | 1038.0 |
| 2 | 1368.1 |
| 3 | 959.8 |
| 4 | 773.7 |